No. 1
ORCA calculation (wB97M-V/def2-TZVPD) on C19H35N5O4SSbSe4Si3Y as an isolated structure in a non-equilibrium geometry.

**Charge**: -2
**Orbital gap**: 5.57 eV
**Energy above the lowest of the compared OMol25 structures with the same formula, charge and spin**: 381.0 kJ/mol
**Calculated total energy**: -339354.81924 eV

Last column: Löwdin charge in e.
Geometry (Å):
Y (0.05, -0.06, 0.01)  0.73
C (-1.16, 2.24, 2.63)  -0.13
O (-1.07, 1.84, 1.26)  -0.40
Si (-2.19, 1.98, 0.02)  0.28
C (-3.89, 2.21, 0.75)  -0.17
C (-1.94, 3.57, -0.98)  -0.16
C (-1.97, 0.46, -1.00)  -0.52
Si (-3.04, -1.06, -0.51)  0.39
C (-2.84, -2.49, -1.72)  -0.20
C (-4.85, -0.58, -0.90)  -0.20
C (-3.11, -1.73, 1.23)  -0.22
Si (-0.77, 0.62, -2.47)  0.41
C (0.18, -0.90, -3.10)  -0.19
C (-1.54, 1.46, -3.99)  -0.18
C (0.79, 1.72, -1.91)  -0.20
H (-1.97, 2.96, 2.76)  0.08
H (-0.22, 2.69, 2.92)  0.09
H (-1.35, 1.36, 3.25)  -0.01
H (-3.93, 3.15, 1.31)  0.03
H (-4.19, 1.40, 1.43)  0.04
H (-4.62, 2.27, -0.05)  0.03
H (-1.76, 4.41, -0.32)  0.04
H (-2.87, 3.75, -1.53)  0.03
H (-1.14, 3.54, -1.72)  0.00
H (-2.82, -2.11, -2.75)  0.02
H (-3.72, -3.12, -1.62)  0.02
H (-1.95, -3.09, -1.55)  0.00
H (-4.92, -0.25, -1.94)  0.02
H (-5.25, 0.21, -0.27)  -0.01
H (-5.50, -1.46, -0.78)  0.02
H (-2.35, -2.49, 1.44)  -0.04
H (-4.10, -2.18, 1.35)  0.04
H (-2.99, -0.97, 2.01)  0.01
H (-0.43, -1.80, -3.18)  0.02
H (1.06, -1.16, -2.51)  0.01
H (0.54, -0.62, -4.10)  0.03
H (-2.36, 0.84, -4.37)  0.02
H (-0.81, 1.60, -4.79)  0.02
H (-1.96, 2.43, -3.73)  0.01
H (1.72, 1.15, -1.75)  0.02
H (0.60, 2.35, -1.02)  0.01
H (0.98, 2.42, -2.73)  0.05
N (1.65, -5.86, 2.19)  0.14
C (1.73, -4.67, 1.53)  -0.54
N (2.27, -3.64, 2.15)  0.20
N (1.31, -4.65, 0.25)  0.10
C (0.77, -3.52, -0.13)  -0.35
N (0.20, -2.58, -0.49)  0.08
H (1.50, -5.74, 3.19)  0.07
H (0.97, -6.47, 1.76)  0.09
H (2.35, -3.60, 3.17)  0.00
H (2.30, -2.74, 1.70)  0.05
O (2.09, 3.74, 0.68)  0.06
C (2.58, 2.63, 0.66)  -0.53
N (1.96, 1.49, 1.16)  -0.12
S (2.91, 0.21, 0.86)  0.61
O (3.45, -0.57, 1.94)  -0.30
O (2.30, -0.59, -0.28)  -0.47
C (4.27, 1.06, 0.12)  -0.22
C (5.45, 0.55, -0.39)  -0.03
C (6.31, 1.46, -0.98)  -0.08
C (5.99, 2.82, -1.06)  -0.08
C (4.79, 3.30, -0.53)  -0.01
C (3.94, 2.38, 0.06)  -0.14
H (5.69, -0.50, -0.32)  0.12
H (7.25, 1.12, -1.40)  0.10
H (6.68, 3.51, -1.53)  0.09
H (4.51, 4.34, -0.59)  0.12
Se (-1.29, -4.25, 3.62)  -0.27
Sb (-0.39, -2.10, 4.51)  -0.21
Se (0.15, -0.92, 2.13)  0.24
Se (1.91, -2.29, 5.47)  -0.28
Se (-1.97, -0.48, 5.45)  -0.28



No. 2
ORCA calculation (wB97M-V/def2-TZVPD) on C19H35P3Re as an isolated structure in a non-equilibrium geometry.

**Charge**: +2
**Orbital gap (alpha / beta)**: 7.11 / 5.27 eV
**2S+1**: 4
**Calculated total energy**: -50247.67256 eV

Last column: Löwdin charge in e.
Geometry (Å):
Re (0.84, -0.10, -1.15)  0.52
H (2.37, 4.69, -1.91)  0.08
H (2.78, -0.43, -1.11)  0.01
P (0.51, 2.01, -1.86)  0.72
P (0.22, -2.16, -1.96)  0.60
C (-1.26, -2.99, -1.26)  -0.22
H (-1.24, -4.05, -1.57)  0.07
H (-1.26, -2.94, -0.16)  0.03
H (-2.16, -2.52, -1.66)  0.06
C (-0.17, -2.32, -3.75)  -0.24
H (0.59, -1.79, -4.33)  0.04
H (-0.15, -3.39, -4.02)  0.07
H (-1.16, -1.90, -3.95)  0.06
C (1.46, -3.54, -1.76)  -0.20
H (1.76, -3.63, -0.72)  0.03
H (0.97, -4.45, -2.11)  0.07
H (2.33, -3.30, -2.39)  0.06
C (0.02, 2.17, -3.61)  -0.25
H (0.08, 3.20, -3.96)  0.06
H (0.67, 1.54, -4.24)  0.06
H (-1.01, 1.83, -3.71)  0.07
C (-0.55, 3.17, -0.97)  -0.25
H (-0.21, 3.30, 0.07)  0.04
H (-0.60, 4.15, -1.48)  0.09
H (-1.57, 2.74, -0.93)  0.07
C (2.19, 3.64, -2.02)  -0.07
H (3.08, 3.15, -2.38)  0.07
H (1.44, 3.79, -2.87)  0.06
H (1.91, 3.30, -0.97)  0.06
H (1.43, -0.29, -2.73)  -0.08
H (-0.80, 0.13, -1.33)  -0.02
C (2.10, -0.06, 2.06)  -0.24
P (0.58, -0.10, 1.09)  0.73
C (-0.21, -1.52, 2.01)  -0.34
C (0.40, -2.78, 1.90)  -0.14
C (-0.12, -3.90, 2.58)  -0.06
C (-1.23, -3.77, 3.42)  -0.04
C (-1.82, -2.50, 3.58)  -0.04
C (-1.30, -1.39, 2.90)  -0.07
C (-0.39, 1.29, 1.76)  -0.40
C (-1.79, 1.38, 1.56)  -0.14
C (-2.52, 2.48, 2.02)  -0.06
C (-1.86, 3.52, 2.68)  -0.04
C (-0.48, 3.42, 2.92)  -0.05
C (0.24, 2.33, 2.45)  -0.10
H (2.55, -1.07, 2.05)  0.06
H (1.87, 0.22, 3.09)  0.07
H (2.78, 0.67, 1.59)  0.05
H (1.31, -2.92, 1.29)  0.09
H (0.38, -4.85, 2.47)  0.12
H (-1.62, -4.63, 3.97)  0.12
H (-2.65, -2.37, 4.27)  0.12
H (-1.78, -0.43, 3.10)  0.10
H (-2.34, 0.56, 1.06)  0.12
H (-3.60, 2.52, 1.86)  0.12
H (-2.41, 4.40, 3.01)  0.13
H (0.04, 4.21, 3.46)  0.12
H (1.33, 2.28, 2.65)  0.11



Which of these has the highest charge?
C19H35P3Re



The lowest charge belongs to which entry?
C19H35N5O4SSbSe4Si3Y



The lowest calculated total energy belongs to which entry?
C19H35N5O4SSbSe4Si3Y